No. 1
This record from OMol25 describes a molecular structure, C29H23BrClCuO6. The level of theory is ωB97M-V with the def2-TZVPD basis set.

Strongest force on any atom   1.05 eV Å⁻¹
Gap between HOMO and LUMO (alpha / beta)   8.59 / 8.10 eV
Molar mass   646.4 g mol⁻¹
<S²>   0.7534
E_HOMO (alpha / beta)   -6.04 / -6.08 eV

```
! wB97M-V def2-TZVPD RIJCOSX def2/J DEFGRID3
* xyz -1 2
Cu 0.43 0.11 -2.38
O 0.34 0.08 -0.07
C 0.59 1.44 0.37
C 0.66 2.45 -0.83
O 0.77 3.63 -0.53
O 0.68 1.97 -2.03
C 1.98 1.44 1.02
C 2.41 2.54 1.76
C 3.68 2.57 2.31
C 4.55 1.50 2.13
C 4.13 0.40 1.40
C 2.85 0.36 0.86
C -0.50 1.79 1.38
C -1.50 2.73 1.13
C -2.49 2.95 2.08
C -2.50 2.25 3.28
C -1.51 1.31 3.53
C -0.52 1.08 2.58
H -0.61 -0.06 -0.06
H 1.73 3.38 1.88
H 3.99 3.44 2.88
H 5.55 1.53 2.55
H 4.81 -0.44 1.25
H 2.54 -0.50 0.29
H -1.50 3.28 0.20
H -3.27 3.68 1.87
H -3.28 2.43 4.01
H -1.51 0.75 4.46
H 0.26 0.35 2.77
Br 6.95 -1.19 -2.60
C 5.07 -0.84 -2.67
C 4.63 0.46 -2.82
C 3.26 0.71 -2.83
C 2.32 -0.32 -2.70
C 2.82 -1.62 -2.58
C 4.19 -1.89 -2.55
H 5.34 1.28 -2.90
H 2.91 1.74 -2.91
H 2.13 -2.46 -2.47
H 4.55 -2.91 -2.44
C -3.79 -4.26 -1.58
C -3.39 -3.35 -0.44
C -3.01 -3.85 0.80
C -2.65 -2.98 1.82
Cl -2.17 -3.64 3.38
C -2.64 -1.62 1.63
C -3.02 -1.10 0.39
C -3.39 -1.97 -0.64
O -3.76 -1.54 -1.87
C -3.84 -0.14 -2.01
C -2.48 0.55 -1.99
O -2.46 1.72 -1.62
O -1.51 -0.24 -2.30
H -3.68 -5.31 -1.29
H -3.18 -4.08 -2.46
H -4.83 -4.08 -1.87
H -3.00 -4.92 0.97
H -2.35 -0.95 2.42
H -3.02 -0.03 0.24
H -4.46 0.31 -1.24
H -4.30 0.05 -2.98
*
```

The computed natural (NBO) charges, all in e, follow: Cu 1.341; O -0.762; C 0.089; C 0.785; O -0.678; O -0.807; C -0.043; C -0.136; C -0.239; C -0.229; C -0.204; C -0.209; C -0.066; C -0.111; C -0.239; C -0.220; C -0.241; C -0.203; H 0.505; H 0.226; H 0.202; H 0.202; H 0.208; H 0.237; H 0.248; H 0.208; H 0.204; H 0.209; H 0.225; Br -0.001; C -0.088; C -0.277; C -0.154; C -0.441; C -0.237; C -0.270; H 0.217; H 0.224; H 0.200; H 0.215; C -0.622; C -0.077; C -0.222; C -0.048; Cl -0.037; C -0.218; C -0.331; C 0.390; O -0.495; C -0.189; C 0.754; O -0.672; O -0.873; H 0.205; H 0.229; H 0.219; H 0.216; H 0.239; H 0.243; H 0.191; H 0.208

---

No. 2
This record from OMol25 describes a molecular structure, C29H48NP3PdSSe. The level of theory is ωB97M-V with the def2-TZVPD basis set.

Strongest force on any atom   2.13 eV Å⁻¹
Gap between HOMO and LUMO (alpha / beta)   8.00 / 3.98 eV
Molar mass   721.1 g mol⁻¹
<S²>   6.0503
E_HOMO (alpha / beta)   -18.70 / -19.06 eV

```
! wB97M-V def2-TZVPD RIJCOSX def2/J DEFGRID3
* xyz 4 5
Pd -0.60 -0.04 -1.18
P -2.97 -0.20 -1.02
P -0.08 -2.37 -0.76
P -0.03 2.39 -0.62
H 4.45 -0.84 -1.80
C 4.41 0.10 -1.23
C 4.28 0.11 0.10
H 4.23 -0.82 0.68
C -3.72 -0.09 -2.68
C -3.76 -1.69 -0.32
C -3.81 1.15 -0.12
C 1.72 -2.68 -0.66
C -0.71 -3.39 0.64
C -0.58 -3.47 -2.15
C 1.70 2.87 -0.65
C -0.94 3.37 0.60
C -0.72 2.82 -2.25
H 4.44 1.02 -1.83
H 4.27 1.05 0.67
H -4.81 -0.14 -2.58
H -3.35 -0.93 -3.29
H -3.42 0.85 -3.15
H -4.85 -1.61 -0.49
H -3.58 -1.76 0.76
H -3.39 -2.60 -0.81
H -4.90 0.97 -0.15
H -3.61 2.12 -0.61
H -3.49 1.20 0.92
H 1.93 -3.71 -0.96
H 2.07 -2.52 0.37
H 2.25 -1.99 -1.32
H -0.40 -4.43 0.49
H -1.81 -3.36 0.69
H -0.31 -3.04 1.59
H -0.15 -4.47 -1.99
H -0.20 -3.05 -3.09
H -1.67 -3.53 -2.20
H 1.78 3.92 -0.97
H 2.27 2.24 -1.34
H 2.13 2.77 0.35
H -0.84 4.44 0.36
H -0.54 3.17 1.61
H -2.00 3.08 0.59
H -0.39 3.84 -2.51
H -1.82 2.79 -2.22
H -0.36 2.10 -3.01
C 0.94 -0.16 -4.92
C 2.31 -0.29 -4.57
C 3.31 -0.16 -5.54
C 2.98 0.17 -6.86
C 1.64 0.38 -7.20
C 0.64 0.25 -6.25
Se -0.45 -0.68 -3.78
H -0.15 1.06 0.16
H 2.57 -0.52 -3.54
H 4.35 -0.32 -5.27
H 3.76 0.26 -7.63
H 1.37 0.66 -8.23
H -0.41 0.43 -6.50
N -0.56 -0.38 1.53
S 0.51 0.15 2.57
C -0.22 1.49 3.49
C 0.64 2.51 3.95
C 0.10 3.56 4.70
C -1.28 3.59 4.97
C -2.11 2.58 4.50
C -1.59 1.52 3.76
C 0.72 -1.11 3.82
C 0.22 -0.96 5.12
C 0.32 -2.02 6.02
C 0.93 -3.22 5.64
C 1.49 -3.34 4.36
C 1.41 -2.28 3.46
H -1.39 -0.78 1.98
H 1.70 2.46 3.72
H 0.76 4.34 5.08
H -1.69 4.41 5.57
H -3.18 2.60 4.71
H -2.22 0.71 3.40
H -0.26 -0.02 5.41
H -0.09 -1.90 7.02
H 1.00 -4.05 6.34
H 1.99 -4.26 4.06
H 1.87 -2.34 2.47
*
```

The computed Mulliken charges, all in e, follow: Pd -0.639; P 1.063; P 1.228; P 1.098; H 0.334; C -0.708; C -0.523; H 0.265; C -1.388; C -1.286; C -1.067; C -0.218; C -0.934; C -1.409; C -0.987; C -0.810; C -0.947; H 0.335; H 0.358; H 0.505; H 0.365; H 0.361; H 0.575; H 0.347; H 0.352; H 0.562; H 0.349; H 0.144; H 0.567; H -0.112; H -0.237; H 0.521; H 0.285; H 0.029; H 0.527; H 0.499; H 0.302; H 0.524; H 0.180; H 0.309; H 0.526; H 0.077; H 0.200; H 0.578; H 0.269; H 0.184; C 0.535; C 0.057; C -0.596; C -0.454; C -0.654; C -0.392; Se 0.065; H 0.129; H 0.091; H 0.423; H 0.445; H 0.423; H 0.416; N -0.257; S 0.693; C 0.402; C -0.523; C -0.757; C -0.503; C -0.932; C -0.103; C 0.926; C -0.648; C -0.643; C -0.537; C -0.599; C -0.454; H 0.209; H 0.499; H 0.462; H 0.463; H 0.496; H 0.443; H 0.527; H 0.491; H 0.464; H 0.490; H 0.348

---

No. 3
This record from OMol25 describes 2 unconnected molecules or ions with the total composition C4H8N4O. The level of theory is ωB97M-V with the def2-TZVPD basis set.

Strongest force on any atom   3.48 eV Å⁻¹
Gap between HOMO and LUMO   10.90 eV
Molar mass   128.1 g mol⁻¹
SMILES   Oc1nn[nH]n1.C=CC
E_HOMO   -9.82 eV

```
! wB97M-V def2-TZVPD RIJCOSX def2/J DEFGRID3
* xyz 0 1
C -3.00 -0.69 0.23
C 1.19 1.94 0.49
C 0.51 -0.40 0.15
C 1.22 0.49 0.85
N -2.83 0.25 -0.67
N -4.24 -1.21 0.21
N -3.95 0.46 -1.27
N -4.77 -0.44 -0.76
O -1.98 -1.12 0.97
H 1.12 2.65 1.42
H 0.35 1.89 -0.32
H 2.18 2.20 0.01
H 0.47 -1.51 0.44
H -5.75 -0.47 -0.96
H 0.07 -0.16 -0.75
H 1.75 0.07 1.77
H -1.11 -0.75 0.62
*
```

The computed natural (NBO) charges, all in e, follow: C 0.547; C -0.671; C -0.539; C -0.101; N -0.341; N -0.299; N -0.019; N -0.169; O -0.676; H 0.238; H 0.235; H 0.228; H 0.225; H 0.410; H 0.214; H 0.206; H 0.513

---

No. 4
This record from OMol25 describes a molecular structure, CH5N2O2Si. The level of theory is ωB97M-V with the def2-TZVPD basis set.

Strongest force on any atom   3.38 eV Å⁻¹
Gap between HOMO and LUMO (alpha / beta)   7.19 / 7.19 eV
Molar mass   105.1 g mol⁻¹
E_HOMO (alpha / beta)   -3.11 / -3.11 eV

```
! wB97M-V def2-TZVPD RIJCOSX def2/J DEFGRID3
* xyz -1 1
C 0.76 0.13 -1.95
N -0.61 -1.14 -1.39
N 0.75 -0.99 -1.13
O 1.14 -0.60 0.35
O -0.92 -2.20 -1.99
Si 0.09 -0.31 1.47
H 1.35 0.00 -2.87
H 0.14 0.97 -1.77
H -1.18 -0.98 1.57
H 0.75 -0.66 2.69
H -0.21 1.17 1.82
*
```

The computed natural (NBO) charges, all in e, follow: C -0.384; N 0.082; N -0.100; O -0.895; O -0.527; Si 1.240; H 0.174; H 0.168; H -0.229; H -0.263; H -0.266

---

No. 5
This record from OMol25 describes 3 unconnected molecules or ions with the total composition C3H12O3S. The level of theory is ωB97M-V with the def2-TZVPD basis set.

Strongest force on any atom   0.76 eV Å⁻¹
Gap between HOMO and LUMO   9.48 eV
Molar mass   128.2 g mol⁻¹
SMILES   OCCCS.O.O
E_HOMO   -8.90 eV

```
! wB97M-V def2-TZVPD RIJCOSX def2/J DEFGRID3
* xyz 0 1
C -0.80 -0.34 -0.22
O -2.22 -0.27 -0.31
C -0.24 1.05 -0.35
C -0.60 1.93 0.85
S 0.18 3.59 0.76
H -0.49 -0.78 0.73
H -0.43 -0.96 -1.03
H -2.63 -0.85 0.34
H 0.84 1.00 -0.47
H -0.64 1.56 -1.23
H -0.35 1.44 1.79
H -1.66 2.15 0.85
H 1.43 3.18 0.98
H 1.65 0.25 -2.99
H 1.66 -1.13 -3.64
O 1.50 -0.69 -2.79
H 1.08 -4.12 1.60
H 0.46 -3.53 2.83
O 1.27 -3.49 2.30
*
```

The computed natural (NBO) charges, all in e, follow: C -0.070; O -0.738; C -0.431; C -0.501; S -0.049; H 0.161; H 0.190; H 0.469; H 0.207; H 0.214; H 0.207; H 0.228; H 0.112; H 0.472; H 0.471; O -0.941; H 0.467; H 0.465; O -0.932

---

No. 6
This record from OMol25 describes a gas-phase ion, C24H36F4I2N3O5 (charge +1). The level of theory is ωB97M-V with the def2-TZVPD basis set.

Strongest force on any atom   1.09 eV Å⁻¹
Gap between HOMO and LUMO   8.54 eV
Molar mass   776.4 g mol⁻¹
SMILES   C#CCCC[N@@+]1(CCC(N)=O)[C@](C[C@@H](C)F)(C[C@H](O)C(F)(F)F)[C@H](C)[C@H](/C(I)=C(/C)I)[C@@]1(CCO)ON=O
E_HOMO   -11.52 eV

```
! wB97M-V def2-TZVPD RIJCOSX def2/J DEFGRID3
* xyz 1 1
C -0.05 -0.99 -5.55
C 0.42 -1.30 -4.49
C 1.00 -1.66 -3.22
C -0.04 -1.91 -2.10
C 0.40 -1.40 -0.72
N -0.33 -0.30 0.04
C -1.79 -0.74 0.13
C -2.05 -2.13 0.70
C -2.56 -3.10 -0.36
N -2.12 -4.40 -0.24
O -3.40 -2.75 -1.16
C 0.37 -0.12 1.42
C 1.15 -1.31 2.06
C 2.12 -2.33 1.43
C 3.34 -1.86 0.67
F 2.59 -3.01 2.57
C -0.56 0.45 2.52
C -1.83 -0.18 3.13
O -2.37 0.89 3.90
C -1.58 -1.34 4.10
F -0.48 -1.14 4.85
F -2.62 -1.51 4.92
F -1.40 -2.50 3.43
C 1.47 0.98 1.10
C 1.85 1.92 2.24
C 1.22 1.50 -0.36
C 1.64 2.88 -0.79
I 1.27 4.60 0.40
C 2.28 3.16 -1.93
C 2.71 4.51 -2.41
I 2.87 1.66 -3.28
C -0.24 1.10 -0.66
C -1.20 2.14 -0.06
C -1.68 3.23 -1.02
O -2.90 2.81 -1.62
O -0.33 1.01 -2.05
N -1.73 0.82 -2.60
O -1.74 1.14 -3.69
H -0.49 -0.68 -6.47
H 1.57 -2.58 -3.37
H 1.72 -0.91 -2.90
H -0.12 -2.99 -2.00
H -1.03 -1.60 -2.42
H 1.44 -1.10 -0.79
H 0.38 -2.22 -0.02
H -2.21 -0.67 -0.87
H -2.32 -0.01 0.71
H -1.24 -2.56 1.28
H -2.89 -2.05 1.39
H -1.14 -4.51 -0.02
H -2.40 -4.97 -1.03
H 0.44 -1.93 2.60
H 1.73 -0.83 2.84
H 1.59 -3.11 0.87
H 4.12 -1.61 1.40
H 3.73 -2.67 0.06
H 3.20 -0.98 0.04
H 0.09 0.54 3.39
H -0.85 1.46 2.29
H -2.60 -0.53 2.44
H -3.33 0.91 3.83
H 2.40 0.42 0.99
H 2.13 1.34 3.12
H 2.74 2.48 1.93
H 1.10 2.64 2.52
H 1.85 0.85 -0.97
H 1.85 5.17 -2.53
H 3.25 4.44 -3.35
H 3.39 4.95 -1.68
H -2.12 1.73 0.33
H -0.71 2.62 0.78
H -0.94 3.45 -1.79
H -1.83 4.14 -0.44
H -3.54 3.53 -1.58
*
```

The computed Mulliken charges, all in e, follow: C -0.167; C -0.759; C -0.211; C -1.519; C -0.780; N 1.808; C -1.837; C -0.621; C -0.153; N -0.457; O -0.595; C 3.273; C -1.363; C 0.745; C -1.392; F -0.448; C -2.531; C -1.093; O -0.601; C 0.278; F -0.276; F -0.326; F -0.230; C 0.328; C -2.431; C 1.777; C -2.685; I 0.109; C 0.920; C -1.624; I 0.156; C 1.692; C -0.772; C -1.596; O -0.529; O -0.383; N 0.396; O -0.331; H 0.426; H 0.534; H -0.193; H 0.651; H 0.486; H 0.176; H 0.016; H 1.132; H 1.249; H -0.123; H 0.896; H 0.208; H 0.326; H 0.208; H 0.683; H 0.201; H 0.448; H 0.346; H 0.262; H 1.001; H 0.289; H 1.077; H 0.476; H -0.623; H 0.466; H 0.625; H 0.415; H 0.056; H 0.373; H 0.466; H 0.391; H 0.579; H 0.354; H 0.319; H 0.601; H 0.431